Record 1
Computed, not measured: a structure of composition C36H37BrIN5O2SSiTc, with ωB97M-V/def2-TZVPD.

XYZ file:
```
85
Properties=species:S:1:pos:R:3:mulliken_charge:R:1
Tc 0.033 -0.358 -1.261 -1.057
C -1.527 1.846 4.096 -0.245
C -1.587 0.340 3.882 -0.862
N -0.498 -0.159 3.061 0.314
C -0.486 -0.100 1.717 -0.570
S 0.852 -0.885 0.916 -0.008
N -1.457 0.579 1.142 -1.407
N -1.359 0.616 -0.223 2.685
C -2.230 1.372 -0.852 -0.045
C -3.309 2.149 -0.170 -1.774
C -2.119 1.324 -2.291 0.606
C -2.995 1.999 -3.148 -1.127
C -2.868 1.845 -4.510 -0.595
C -1.867 1.014 -5.010 -1.009
C -1.028 0.388 -4.116 -0.482
N -1.130 0.538 -2.789 1.060
H -2.365 2.174 4.713 0.542
H -1.576 2.360 3.136 -0.261
H -0.597 2.130 4.591 0.029
H -2.531 0.067 3.407 0.267
H -1.532 -0.184 4.837 0.542
H 0.234 -0.706 3.481 0.283
H -3.113 2.190 0.897 0.200
H -4.288 1.684 -0.325 0.280
H -3.363 3.167 -0.561 0.486
H -3.775 2.620 -2.731 0.470
H -3.544 2.356 -5.183 0.460
H -1.742 0.854 -6.071 0.458
H -0.240 -0.273 -4.454 0.481
I 1.635 1.948 -1.299 0.199
C 0.694 3.143 0.158 0.022
C -0.258 3.967 -0.380 -0.390
C -1.042 4.806 0.432 -0.957
C -0.846 4.802 1.776 -0.820
C 0.144 3.981 2.368 0.552
C 0.329 4.048 3.769 -0.509
C 1.294 3.309 4.377 -0.942
C 2.103 2.454 3.610 -0.386
C 1.921 2.342 2.261 0.593
C 0.947 3.117 1.565 0.383
H -0.410 3.975 -1.451 0.531
H -1.791 5.443 -0.020 0.453
H -1.437 5.436 2.426 0.384
H -0.310 4.711 4.340 0.313
H 1.450 3.368 5.446 0.368
H 2.873 1.872 4.090 0.521
C -2.452 -3.069 0.706 -0.589
Si -2.319 -2.835 -1.150 -0.422
C -3.652 -1.641 -1.698 -0.830
C -2.639 -4.477 -2.008 -1.191
N -0.777 -2.196 -1.607 0.654
C 0.399 -2.889 -1.778 0.624
C 1.470 -2.151 -2.323 0.130
C 2.753 -2.670 -2.413 -0.401
C 2.995 -3.974 -2.015 -0.546
C 1.946 -4.725 -1.488 -0.974
C 0.676 -4.197 -1.346 -0.177
H -3.357 -3.617 0.981 0.533
H -2.473 -2.099 1.210 -0.054
H -1.588 -3.620 1.086 0.253
H -4.636 -2.093 -1.551 0.546
H -3.553 -1.384 -2.756 0.228
H -3.622 -0.720 -1.115 -0.004
H -3.712 -4.684 -2.019 0.399
H -2.150 -5.318 -1.514 0.349
H -2.292 -4.450 -3.043 0.351
H 1.257 -1.168 -2.792 -0.063
H 3.552 -2.062 -2.819 0.460
H 3.983 -4.405 -2.115 0.556
H 2.130 -5.743 -1.163 0.384
H -0.104 -4.784 -0.880 0.218
Br 6.897 -2.739 -1.755 -0.147
C 5.680 -1.812 -0.640 -0.176
C 5.675 -0.427 -0.653 -0.846
C 4.767 0.250 0.146 -0.108
C 3.886 -0.458 0.954 0.317
C 3.912 -1.849 0.959 -0.346
C 4.805 -2.534 0.154 -0.393
C 2.921 0.210 1.865 0.078
O 2.424 -0.311 2.821 -0.622
O 2.753 1.523 1.516 -0.233
H 6.370 0.114 -1.280 0.432
H 4.755 1.330 0.151 0.552
H 3.210 -2.382 1.586 0.468
H 4.818 -3.614 0.138 0.548
```

- HOMO energy (spin up / spin down) (hartree) = -0.24031 / -0.24537
- Kohn-Sham gap (spin up / spin down) (eV) = 6.33 / 6.41
- LUMO (spin up / spin down) (Eh) = -0.008 / -0.010
- multiplicity = 2
- ΔE to the lowest compared entry with this formula, charge and spin (kcal/mol) = 22.8

=====

Record 2
Computed, not measured: a structure of composition C36H37CoF3O3P2S, with ωB97M-V/def2-TZVPD.

XYZ file:
```
83
Properties=species:S:1:pos:R:3:mulliken_charge:R:1
Co -2.307 0.246 1.558 0.198
C 1.136 1.958 5.501 -0.715
C 1.619 1.969 4.255 0.499
C 2.877 1.311 3.751 -0.993
C 2.670 -0.002 3.004 -0.341
C 1.998 -1.065 3.842 -0.624
C 1.491 -0.932 5.079 -0.213
C 2.141 -0.262 6.261 -0.733
C 1.540 1.103 6.654 -0.867
C -2.943 -1.666 1.518 -0.625
H 0.349 2.655 5.734 0.579
H 1.100 2.557 3.487 0.070
H 3.503 1.134 4.632 0.332
H 3.446 2.039 3.144 0.441
H 2.107 0.193 2.081 0.076
H 3.654 -0.376 2.694 0.427
H 2.003 -2.065 3.357 0.438
H 0.496 -1.342 5.294 0.312
H 3.221 -0.166 6.083 0.342
H 1.975 -0.934 7.118 0.372
H 0.668 0.970 7.304 0.353
H 2.221 1.653 7.310 0.343
H -3.124 -1.916 2.583 0.308
H -2.033 -2.177 1.160 -0.080
H -3.840 -1.825 0.882 0.352
P -0.796 1.133 -2.540 0.266
P -0.574 -1.785 -2.830 0.189
C 0.884 0.476 -2.761 -0.599
C 0.926 -0.833 -3.126 -1.034
C -0.841 2.331 -3.951 0.329
C 0.319 2.807 -4.572 0.059
C 0.234 3.585 -5.732 -0.689
C -1.014 3.961 -6.233 -0.396
C -2.177 3.578 -5.554 -0.604
C -2.096 2.764 -4.423 -0.450
C -0.578 2.186 -1.077 0.286
C -0.599 1.569 0.192 -1.193
C -0.175 2.321 1.290 1.205
C 0.051 3.695 1.221 -0.692
C -0.050 4.312 -0.022 -1.224
C -0.375 3.563 -1.158 -0.569
C -0.522 -2.734 -4.428 0.215
C -0.676 -2.025 -5.632 -0.420
C -0.405 -2.641 -6.854 -0.557
C -0.020 -3.990 -6.888 -0.446
C 0.035 -4.725 -5.697 -0.583
C -0.253 -4.104 -4.478 -0.332
C 0.081 -2.998 -1.601 0.622
C -0.823 -3.886 -0.978 -0.621
C -0.345 -4.880 -0.122 -0.614
C 1.022 -4.984 0.151 -0.525
C 1.908 -4.071 -0.425 -0.678
C 1.435 -3.061 -1.265 0.011
H 1.753 1.128 -2.629 0.778
H 1.775 -1.332 -3.609 0.866
H 1.297 2.552 -4.167 0.282
H 1.146 3.899 -6.241 0.370
H -1.083 4.555 -7.149 0.364
H -3.154 3.913 -5.907 0.354
H -2.998 2.447 -3.903 0.398
H -0.788 0.485 0.317 0.663
H -0.049 1.809 2.222 0.363
H 0.301 4.260 2.120 0.482
H 0.140 5.375 -0.106 0.386
H -0.457 4.066 -2.116 0.379
H -0.971 -0.976 -5.598 0.382
H -0.479 -2.073 -7.783 0.379
H 0.231 -4.460 -7.841 0.355
H 0.317 -5.779 -5.719 0.379
H -0.224 -4.686 -3.559 0.299
H -1.890 -3.800 -1.182 0.422
H -1.045 -5.591 0.321 0.427
H 1.397 -5.783 0.796 0.380
H 2.979 -4.157 -0.236 0.395
H 2.140 -2.340 -1.683 0.361
F -1.791 2.433 6.215 -0.177
C -2.893 2.049 5.496 0.511
F -3.735 1.421 6.349 -0.206
F -3.466 3.140 4.933 -0.203
S -2.337 0.830 4.188 1.394
O -1.832 -0.348 4.870 -0.619
O -3.493 0.632 3.271 -0.696
O -1.336 1.708 3.535 -0.675
```

- HOMO energy (spin up / spin down) (hartree) = -0.28149 / -0.28144
- Kohn-Sham gap (spin up / spin down) (eV) = 7.62 / 6.65
- LUMO (spin up / spin down) (Eh) = -0.002 / -0.037
- multiplicity = 4

=====

Record 3
Computed, not measured: a structure of composition C36H37HgN6O10S, with ωB97M-V/def2-TZVPD.

XYZ file:
```
91
Properties=species:S:1:pos:R:3:mulliken_charge:R:1
Hg -0.681 0.332 0.553 3.398
N 0.753 2.875 1.650 1.316
C -0.302 3.741 1.033 0.133
C -1.724 3.293 1.394 -0.110
O -2.509 4.178 1.768 -0.833
N -1.964 2.000 1.267 -0.124
C -3.222 1.513 1.790 -0.776
C -3.293 -0.001 2.062 0.214
O -4.364 -0.409 2.520 -0.828
O -2.293 -0.743 1.763 -0.723
H 0.287 2.223 2.351 -0.370
H 2.053 1.469 1.108 0.218
H -0.138 3.711 -0.046 0.199
H -0.155 4.754 1.390 0.300
H -4.044 1.732 1.097 0.332
H -3.475 2.019 2.724 0.477
O 5.831 4.025 0.396 -0.555
C 4.663 4.880 0.331 -1.446
C 3.413 4.100 0.555 0.742
C 2.906 4.055 1.894 -0.207
C 1.769 3.561 2.416 -1.452
N 1.324 1.956 0.601 0.098
C 1.784 2.582 -0.583 -0.239
C 2.833 3.486 -0.547 -0.375
C 1.070 2.226 -1.803 0.363
C 1.549 2.520 -3.094 -1.047
C 0.801 2.175 -4.204 0.703
C 1.318 2.463 -5.590 -0.694
O 2.685 2.097 -5.765 -0.527
C -0.424 1.541 -4.027 -1.200
C -0.822 1.265 -2.732 -0.467
N -0.107 1.591 -1.663 0.354
H 6.605 4.579 0.247 0.330
H 4.635 5.359 -0.655 0.355
H 4.764 5.667 1.088 0.399
H 3.552 4.511 2.641 0.312
H 1.570 3.528 3.477 0.458
H 3.254 3.780 -1.505 0.129
H 2.505 3.006 -3.231 0.535
H 1.268 3.534 -5.801 0.310
H 0.687 1.949 -6.323 0.282
H 2.830 1.292 -5.255 0.346
H -1.034 1.232 -4.867 0.357
H -1.758 0.754 -2.538 0.163
C 2.665 -1.824 0.819 -1.214
C 1.950 -1.557 2.095 0.108
N 1.256 -0.471 2.374 0.174
C 0.839 -0.601 3.680 0.046
C 1.279 -1.799 4.182 0.076
N 1.983 -2.384 3.160 0.026
C 1.202 -2.517 5.479 0.636
O 0.536 -1.937 6.434 -0.620
O 1.739 -3.611 5.579 -0.710
C 0.130 0.501 4.420 0.335
O -0.262 0.222 5.587 -0.902
O -0.038 1.587 3.842 -0.686
H 1.987 -1.633 -0.015 -0.141
H 3.006 -2.859 0.775 0.448
H 3.538 -1.171 0.736 0.380
H 2.395 -3.299 3.236 0.297
H 0.181 -0.979 6.105 0.419
O 0.029 -1.450 -0.647 -1.268
S 0.102 -1.990 -2.131 -0.087
C 1.055 -4.569 -1.062 -1.242
C -0.091 -4.947 -0.333 0.724
C -0.519 -4.186 0.782 0.176
C -1.702 -4.472 1.432 -0.499
C -2.497 -5.538 1.015 -0.550
C -2.094 -6.306 -0.076 -0.514
C -0.921 -6.017 -0.744 -0.552
C -1.510 -2.776 -2.383 -0.480
C -2.638 -1.795 -2.454 0.308
C -3.262 -1.372 -1.283 -0.234
C -4.262 -0.407 -1.328 -0.486
C -4.651 0.141 -2.542 -0.610
C -4.044 -0.289 -3.718 -0.499
C -3.045 -1.250 -3.671 -0.311
H 1.764 -3.877 -0.639 0.206
H 1.331 -5.092 -1.968 0.297
H 0.057 -3.315 1.069 0.296
H -2.024 -3.836 2.248 0.474
H -3.430 -5.752 1.520 0.374
H -2.714 -7.128 -0.416 0.346
H -0.627 -6.605 -1.607 0.341
H -1.664 -3.485 -1.567 -0.431
H -1.407 -3.337 -3.317 0.623
H -2.960 -1.784 -0.326 0.493
H -4.734 -0.095 -0.404 0.515
H -5.425 0.898 -2.574 0.371
H -4.347 0.131 -4.671 0.362
H -2.557 -1.571 -4.585 0.334
```

- net charge = -2
- HOMO energy (spin up / spin down) (hartree) = -0.07015 / -0.08510
- Kohn-Sham gap (spin up / spin down) (eV) = 5.74 / 6.15
- LUMO (spin up / spin down) (Eh) = 0.141 / 0.141
- multiplicity = 2
- ΔE to the lowest compared entry with this formula, charge and spin (kcal/mol) = 71.2

=====

Record 4
Computed, not measured: a structure of composition C36H38BaCl2N7O4P2, with ωB97M-V/def2-TZVPD.

XYZ file:
```
90
Properties=species:S:1:pos:R:3:mulliken_charge:R:1
Ba -0.601 -0.152 2.251 1.298
Cl -7.524 3.094 1.953 -0.253
C -6.281 1.873 1.915 0.016
C -4.961 2.268 2.032 -0.956
C -3.900 1.355 2.000 -0.099
N -2.543 1.743 2.021 0.615
C -2.209 3.000 2.326 -0.008
O -2.900 3.920 2.785 -0.834
C -0.757 3.402 2.023 0.492
C -0.387 4.711 2.333 -0.760
C 0.872 5.159 1.989 -0.412
C 1.737 4.294 1.335 -1.012
C 1.300 3.008 1.087 -0.702
N 0.092 2.561 1.425 0.469
C -4.227 -0.030 1.884 -0.344
C -5.568 -0.395 1.771 -0.517
C -6.590 0.535 1.776 -0.050
Cl -8.234 -0.020 1.622 -0.262
N -3.209 -1.003 1.819 0.455
C -3.456 -2.220 2.297 0.452
O -4.448 -2.683 2.878 -0.756
C -2.355 -3.251 2.059 -0.250
C -2.743 -4.571 1.831 -0.697
C -1.777 -5.530 1.613 -0.361
C -0.437 -5.166 1.679 -0.909
C -0.140 -3.845 1.946 -0.448
N -1.073 -2.905 2.110 0.294
H -4.748 3.316 2.151 0.647
H -1.117 5.335 2.826 0.519
H 1.175 6.174 2.217 0.392
H 2.730 4.596 1.030 0.459
H 1.948 2.295 0.595 0.357
H -5.823 -1.439 1.693 0.578
H -3.798 -4.800 1.841 0.532
H -2.053 -6.557 1.412 0.418
H 0.355 -5.890 1.540 0.435
H 0.888 -3.513 2.047 0.543
C 2.398 -2.177 -0.061 -1.053
P 2.446 -0.373 0.277 2.169
C 2.134 0.324 -1.416 -0.719
N 3.091 1.009 -1.986 0.243
C 2.829 1.634 -3.164 0.223
C 3.849 2.373 -3.805 -0.548
C 3.589 2.997 -4.992 -0.551
C 2.308 2.915 -5.585 -0.539
C 1.306 2.213 -4.979 -0.349
C 1.555 1.558 -3.752 -0.012
N 0.552 0.879 -3.134 -0.203
C 0.811 0.277 -2.006 -0.372
P -0.614 -0.478 -1.086 1.142
C -1.785 0.918 -1.205 -1.193
C -1.336 -1.765 -2.232 1.615
C -0.386 -2.962 -2.281 -1.787
C -2.649 -2.199 -1.570 -1.888
C -1.611 -1.277 -3.653 -1.876
C 4.257 -0.093 0.636 1.917
C 4.469 -0.804 1.991 -1.955
C 4.500 1.399 0.862 -1.748
C 5.255 -0.654 -0.374 -1.954
H 2.629 -2.690 0.872 0.486
H 3.088 -2.514 -0.831 0.329
H 1.383 -2.453 -0.341 -0.382
H 4.819 2.423 -3.329 0.429
H 4.366 3.565 -5.487 0.392
H 2.125 3.421 -6.524 0.387
H 0.313 2.140 -5.403 0.471
H -2.719 0.625 -0.724 0.321
H -1.945 1.252 -2.230 0.442
H -1.380 1.747 -0.620 0.203
H -0.287 -3.432 -1.301 0.205
H 0.609 -2.681 -2.639 0.286
H -0.788 -3.711 -2.968 0.518
H -2.493 -2.512 -0.536 0.182
H -3.063 -3.047 -2.122 0.532
H -3.392 -1.401 -1.569 0.388
H -0.690 -1.051 -4.189 0.347
H -2.236 -0.385 -3.668 0.304
H -2.140 -2.066 -4.198 0.523
H 3.698 -0.537 2.720 0.384
H 5.437 -0.500 2.398 0.501
H 4.489 -1.889 1.878 0.377
H 3.864 1.779 1.663 0.280
H 4.330 1.982 -0.044 0.214
H 5.541 1.541 1.167 0.580
H 5.088 -1.718 -0.553 0.362
H 6.262 -0.551 0.042 0.531
H 5.215 -0.128 -1.325 0.224
O 1.888 -0.004 3.753 -0.435
N 1.510 -0.733 4.700 0.232
O 0.274 -0.855 4.809 -0.515
```

- net charge = -1
- HOMO energy (hartree) = -0.16142
- Kohn-Sham gap (eV) = 5.52
- LUMO (Eh) = 0.041
- multiplicity = 1
- ΔE to the lowest compared entry with this formula, charge and spin (kcal/mol) = 13.5

=====

Record 5
Computed, not measured: a structure of composition C36H38Cl3GeN7P2SSe2Ti, with ωB97M-V/def2-TZVPD.

XYZ file:
```
91
Properties=species:S:1:pos:R:3:mulliken_charge:R:1
Ti -0.395 -1.135 -2.479 0.585
N 1.740 -1.605 -2.180 0.150
C 2.380 -2.940 -2.118 -0.682
C 2.330 -3.512 -0.709 -1.214
C 0.959 -3.434 -0.040 1.029
C -0.171 -4.052 -0.869 -1.126
N -1.131 -3.010 -1.318 -0.423
H 2.132 -1.077 -2.965 0.405
H 2.049 -1.041 -1.382 -0.349
H 3.420 -2.862 -2.445 0.416
H 1.868 -3.595 -2.828 0.381
H 3.060 -2.994 -0.081 0.359
H 2.660 -4.553 -0.763 0.391
H 0.704 -2.394 0.195 -0.838
H 1.015 -3.916 0.937 0.613
H -0.709 -4.806 -0.288 0.313
H 0.213 -4.552 -1.761 0.466
H -1.588 -2.645 -0.481 0.285
H -1.867 -3.473 -1.850 0.326
Se -0.025 -1.808 3.630 -0.342
P -0.624 0.121 3.037 0.668
C 0.187 1.419 4.001 0.720
C 1.494 1.217 4.436 -0.555
C 2.108 2.150 5.252 -0.821
C 1.415 3.282 5.659 -0.706
C 0.101 3.471 5.260 -0.713
C -0.516 2.542 4.437 -0.169
C -2.389 0.500 3.135 0.444
C -2.914 1.560 2.396 -0.332
C -4.244 1.912 2.544 -0.755
C -5.052 1.206 3.428 -0.565
C -4.531 0.149 4.156 -0.642
C -3.197 -0.207 4.013 -0.743
C -0.398 0.309 1.217 -0.105
C 0.498 0.796 0.240 0.034
N 0.027 0.371 -0.934 0.851
N -1.043 -0.365 -0.692 0.189
N -1.314 -0.443 0.583 -0.795
P 1.905 1.948 0.101 0.509
Se 2.818 1.733 -1.779 -0.344
C 1.151 3.548 0.437 0.239
C 0.894 3.966 1.743 0.816
C 0.213 5.151 1.962 -0.882
C -0.216 5.915 0.884 -0.666
C 0.040 5.499 -0.415 -0.758
C 0.725 4.317 -0.644 -0.637
C 3.043 1.513 1.425 0.375
C 3.256 0.163 1.697 -0.135
C 4.287 -0.224 2.534 -0.632
C 5.118 0.737 3.095 -0.562
C 4.910 2.081 2.825 -0.863
C 3.876 2.473 1.989 -0.275
H 2.012 0.308 4.168 0.474
H 3.121 1.984 5.586 0.482
H 1.890 4.002 6.309 0.431
H -0.453 4.335 5.600 0.496
H -1.543 2.697 4.141 0.366
H -2.286 2.110 1.705 0.534
H -4.652 2.733 1.969 0.451
H -6.090 1.482 3.546 0.402
H -5.163 -0.404 4.837 0.425
H -2.780 -1.036 4.571 0.405
H 1.231 3.374 2.586 0.006
H 0.021 5.480 2.974 0.518
H -0.746 6.841 1.058 0.415
H -0.290 6.098 -1.252 0.443
H 0.936 3.985 -1.653 0.356
H 2.607 -0.588 1.259 0.182
H 4.445 -1.272 2.750 0.446
H 5.930 0.435 3.742 0.424
H 5.561 2.829 3.259 0.456
H 3.739 3.522 1.761 0.509
N -3.769 -4.282 -7.762 -0.354
C -2.542 -4.628 -7.326 0.004
S -1.655 -5.863 -7.915 -0.317
C -2.039 -3.799 -6.171 0.886
C -0.665 -3.657 -5.972 -0.780
C -0.214 -2.890 -4.926 -0.637
N -1.045 -2.313 -4.036 0.710
C -2.365 -2.460 -4.220 -0.599
C -2.900 -3.176 -5.272 -0.926
H -4.133 -4.783 -8.558 0.234
H -4.174 -3.385 -7.561 0.207
H 0.031 -4.127 -6.652 0.419
H 0.847 -2.716 -4.791 0.538
H -3.018 -1.971 -3.501 0.662
H -3.975 -3.248 -5.349 0.471
Cl -2.870 0.569 -5.577 -0.357
Ge -1.976 0.983 -3.591 0.370
Cl -1.669 3.111 -3.730 -0.297
Cl 0.368 0.309 -4.232 -0.394
```

- net charge = +1
- HOMO energy (spin up / spin down) (hartree) = -0.37690 / -0.37691
- Kohn-Sham gap (spin up / spin down) (eV) = 6.30 / 6.40
- LUMO (spin up / spin down) (Eh) = -0.146 / -0.142
- multiplicity = 2
- ΔE to the lowest compared entry with this formula, charge and spin (kcal/mol) = 17.6

=====

Max |F| list, top to bottom, in Eh/bohr: 0.0511; 0.0443; 0.0105; 0.0111; 0.0379